61
Properties=species:S:1:pos:R:3 method="wB97M-V/def2-TZVPD" homo_energy_ev=-13.50 total_energy_ev=-41609.35234 gap_ev=10.5 e_above_lowest_kcal_mol=56.96 total_charge=+1
O -1.427 -1.773 0.746
H -1.064 -0.941 1.206
O 2.569 -2.323 -3.426
H 2.007 -1.899 -2.769
H 3.108 -2.879 -2.872
O -1.724 -1.346 3.507
H -1.106 -2.039 3.226
H -1.545 -1.520 4.443
O 5.251 0.258 -1.364
H 4.919 0.772 -2.128
H 5.690 -0.308 -2.030
O 2.746 -0.003 0.464
H 1.038 -3.214 -0.332
H 3.152 0.671 1.021
O 0.406 -2.564 -0.655
H -1.169 -5.980 -0.995
H 0.703 -1.701 -0.348
O -1.280 -5.070 -0.723
H -0.729 -4.553 -1.318
H 0.373 2.712 1.661
O -0.107 0.315 1.251
H 0.847 0.163 1.167
H -0.345 0.833 0.466
O -1.918 2.199 -1.043
H -1.339 1.685 -1.608
H 3.198 0.048 -0.387
O -1.417 4.462 -2.889
H -1.973 5.226 -2.748
H -0.632 4.701 -2.343
O -3.713 -2.539 0.812
H -3.721 -3.235 1.495
H -2.541 -1.851 0.801
O 0.713 0.440 5.228
H 0.556 1.307 5.616
H 1.536 0.531 4.742
O 5.495 0.348 2.745
H 5.044 -0.301 2.202
H 4.864 0.943 3.150
O 0.816 -0.059 -5.210
H 1.378 -0.591 -5.773
H 1.157 0.805 -4.986
O -4.025 0.052 -0.408
H -4.546 -2.058 0.776
H -3.285 0.312 -0.958
O -1.471 4.978 2.109
H -1.845 4.667 1.288
H -0.869 4.299 2.426
O -1.305 -0.343 -2.029
H -0.470 -0.359 -2.528
H -1.839 -0.151 -2.814
O 1.129 2.722 2.259
H -4.866 0.087 -0.851
H 0.820 2.112 2.940
O -2.846 -5.055 1.510
H -2.122 -5.347 2.070
H -2.419 -4.604 0.783
O 0.834 5.064 -1.644
H 1.478 4.918 -2.341
H 1.316 5.592 -1.012
H -1.428 -1.719 -0.231
H -2.059 3.104 -1.346